1.
Entry from the OMol25 dataset: C42H38ClN4OS2SiTc as an isolated structure (ωB97M-V with the def2-TZVPD basis set).

Structure (XYZ):
```
90
Properties=species:S:1:pos:R:3:forces:R:3:lowdin_charge:R:1
Tc 0.467524 0.615822 0.625907 -0.32 -0.15 0.06 1.67
Cl 0.160274 7.616790 2.523166 0.00 -0.04 -0.02 0.70
C -0.080744 5.989278 1.987625 -0.08 0.03 0.03 -0.66
C -1.353969 5.417849 2.058179 -0.01 0.03 0.01 -0.06
C -1.560769 4.120703 1.646359 0.03 0.08 0.03 0.01
C -0.504145 3.348368 1.157373 -0.14 -0.27 0.02 -0.30
O -0.779082 2.094764 0.796345 -0.09 0.08 -0.21 -0.27
C 0.774696 3.931607 1.059969 0.17 0.09 -0.04 -0.12
C 1.919048 3.276774 0.484576 -0.04 -0.03 0.03 -0.05
N 1.928551 2.076469 0.016760 0.36 -0.01 0.00 -0.04
C 3.114040 1.515154 -0.532459 -0.28 0.07 0.07 -0.26
C 4.116166 2.229801 -1.125411 0.09 0.02 -0.06 0.00
C 5.256396 1.574742 -1.635884 -0.07 0.03 0.02 -0.04
C 5.369627 0.218108 -1.547688 0.00 -0.02 0.01 0.00
C 4.337868 -0.543827 -0.949940 0.12 -0.09 -0.05 -0.14
C 4.412431 -1.952136 -0.807853 0.08 0.07 -0.05 0.04
C 3.399580 -2.624947 -0.200383 -0.15 0.00 0.07 0.00
C 2.280027 -1.902991 0.252523 0.11 -0.05 -0.02 -0.10
N 2.161124 -0.603073 0.111925 0.09 0.21 0.00 -0.05
C 3.199907 0.106333 -0.461015 -0.17 -0.16 0.04 -0.23
C 0.965786 5.259638 1.490880 0.03 -0.07 -0.02 -0.04
H -2.177121 6.002904 2.445699 0.00 0.00 0.00 0.12
H -2.540388 3.667759 1.709685 -0.01 0.01 0.00 0.13
H 2.841121 3.855439 0.449457 -0.03 0.05 0.03 0.14
H 4.033661 3.304453 -1.223600 0.03 0.00 -0.01 0.12
H 6.039322 2.158434 -2.099318 0.00 0.01 0.00 0.12
H 6.243121 -0.292986 -1.930840 0.00 0.00 0.00 0.12
H 5.285883 -2.474096 -1.178670 0.00 0.01 0.00 0.13
H 3.418404 -3.696555 -0.065965 0.00 0.00 0.00 0.12
H 1.460188 -2.416874 0.726357 0.07 0.04 0.00 0.08
H 1.951171 5.702957 1.424945 0.00 0.01 0.00 0.12
C -0.681822 -1.101293 1.008795 -0.15 0.07 0.06 -0.32
Si -1.471792 -1.849015 -0.498426 -0.05 -0.09 -0.03 0.62
C -1.573284 -0.295003 -1.558380 0.01 0.15 0.03 -0.22
N -0.291201 0.480552 -1.584421 0.05 0.06 -0.06 -0.24
C 0.630450 -0.202046 -2.569907 -0.11 0.03 0.02 -0.16
C 1.382244 0.766915 -3.464611 0.10 -0.07 0.02 -0.17
C 0.407897 1.528954 -4.360495 -0.02 0.00 -0.02 -0.17
C -0.836970 1.956890 -3.559744 -0.01 0.02 -0.02 -0.15
C -0.582915 1.877947 -2.063645 0.06 -0.09 0.03 -0.19
C -0.502951 -3.281592 -1.199404 0.13 -0.09 0.04 -0.27
C -0.380065 -3.564888 -2.560505 0.00 -0.07 0.01 -0.09
C 0.313150 -4.684680 -3.003624 -0.01 0.04 0.02 -0.07
C 0.887638 -5.552604 -2.086851 0.02 -0.03 0.01 -0.07
C 0.755850 -5.308570 -0.725948 -0.04 0.04 -0.02 -0.08
C 0.066252 -4.185183 -0.292910 -0.03 -0.07 -0.08 -0.13
C -3.215301 -2.412792 -0.157730 -0.11 -0.02 0.08 -0.24
C -4.146260 -1.523822 0.394013 -0.02 -0.03 0.00 -0.10
C -5.436180 -1.929441 0.697585 0.02 0.00 -0.02 -0.08
C -5.821019 -3.242297 0.459123 -0.02 0.00 0.00 -0.08
C -4.916859 -4.140449 -0.084919 0.03 0.04 -0.01 -0.07
C -3.626088 -3.727067 -0.390929 -0.04 0.01 -0.06 -0.08
H -0.181266 -1.789334 1.693648 0.03 0.00 0.00 0.03
H -1.540221 -0.724673 1.578624 0.04 -0.01 0.06 0.01
H -2.314048 0.318751 -1.033301 0.00 0.01 -0.01 0.09
H -1.951738 -0.434895 -2.574268 0.00 0.00 0.00 0.10
H 0.012525 -0.837100 -3.206409 -0.01 0.01 -0.06 0.11
H 1.301371 -0.868409 -2.039386 0.00 -0.05 0.02 0.10
H 2.084314 0.186220 -4.066622 0.01 0.02 0.01 0.13
H 1.988117 1.449121 -2.867669 -0.01 0.03 0.01 0.09
H 0.109454 0.885499 -5.190121 0.00 0.01 -0.01 0.11
H 0.904427 2.392250 -4.803946 0.00 0.01 0.02 0.11
H -1.699820 1.344654 -3.826705 0.00 -0.01 0.02 0.11
H -1.120294 2.983847 -3.793418 0.00 -0.01 -0.02 0.12
H -1.431196 2.236281 -1.487711 -0.02 0.01 -0.03 0.11
H 0.269048 2.504874 -1.802121 0.00 0.03 -0.01 0.10
H -0.847531 -2.922262 -3.297215 0.00 0.05 -0.01 0.10
H 0.394913 -4.884083 -4.064175 0.00 -0.01 0.00 0.11
H 1.423074 -6.427990 -2.430789 0.00 0.00 0.00 0.11
H 1.178679 -5.996407 -0.004950 0.00 -0.01 0.00 0.11
H -0.039406 -4.019132 0.775727 -0.04 -0.03 -0.01 0.11
H -3.869474 -0.493558 0.599661 0.04 0.01 0.00 0.09
H -6.142511 -1.225874 1.118731 0.00 0.00 0.01 0.11
H -6.826933 -3.562662 0.696931 0.00 0.00 0.00 0.11
H -5.216658 -5.162699 -0.274313 0.01 -0.01 0.00 0.11
H -2.937886 -4.441845 -0.826424 0.04 0.00 0.02 0.10
S 3.335464 0.771580 2.639457 -0.02 0.00 0.06 0.63
C 1.817123 0.730466 3.324300 -0.22 -0.02 -0.06 -1.15
N 0.609743 0.754921 2.697886 0.49 0.12 -0.06 -0.16
C -0.470840 0.831633 3.604828 0.12 -0.02 -0.17 -0.30
C -1.826133 0.979786 3.314544 -0.05 -0.02 0.07 -0.06
C -2.736815 1.031317 4.356953 0.01 0.00 0.00 -0.07
C -2.324990 0.948041 5.685130 0.01 -0.01 -0.03 -0.08
C -0.981108 0.823388 5.985789 -0.03 0.00 -0.03 -0.08
C -0.070706 0.772082 4.939864 -0.04 0.01 0.11 -0.47
S 1.655325 0.674083 5.049158 0.09 0.02 0.14 1.05
H -2.169439 1.080992 2.298110 -0.01 -0.01 -0.01 0.08
H -3.788940 1.141502 4.129521 -0.01 0.01 0.00 0.11
H -3.053365 0.989833 6.482949 -0.01 0.00 0.00 0.11
H -0.642735 0.772624 7.011966 0.01 0.00 0.00 0.11
```
Forces are in eV/Å.

LUMO energy (spin up / spin down) (eV): -3.65 / -4.15
M (u): 840.47
Total charge: +1
Electronic energy (Ha): -3544.3062
E_HOMO (spin up / spin down) (eV): -9.91 / -9.93
2S+1: 4
Energy relative to the best compared isomer or geometry (same formula, charge and spin) (kJ/mol): 7.5
Expectation value of S²: 3.776


2.
Entry from the OMol25 dataset: a 6-piece molecular cluster, C42H38ClO12S2 overall (ωB97M-V with the def2-TZVPD basis set).

Structure (XYZ):
```
95
Properties=species:S:1:pos:R:3:forces:R:3:lowdin_charge:R:1
C -0.106780 1.990474 -2.323150 0.03 0.29 1.06 -0.05
C -0.252169 3.418603 -1.713785 -0.04 1.41 0.76 -0.20
C -1.309183 4.371637 -2.039236 2.13 0.18 1.68 -0.01
C -1.294542 5.679225 -1.371952 0.50 -0.80 0.08 -0.06
C -0.309454 6.071469 -0.373857 0.49 -2.31 -0.63 -0.06
C 0.729754 5.096784 -0.014637 -1.67 -0.43 -1.67 -0.27
C 1.839812 5.310029 1.054442 -0.82 -1.28 -0.92 -0.30
S 1.216021 6.129942 2.597725 0.55 0.02 -0.11 1.12
C -0.127582 5.105798 3.306875 -1.53 -0.35 0.70 -0.37
C 0.386193 3.814536 4.054030 0.00 -0.38 0.18 -0.22
C 0.028723 2.479381 3.280758 -0.35 0.10 -0.31 -0.20
C 1.009114 1.274046 3.604484 0.25 0.85 0.80 -0.23
S 1.671949 0.506772 2.077695 -1.77 0.76 -3.98 0.40
O 0.745883 -0.453309 1.482188 1.35 0.33 2.17 -0.34
O 1.871985 1.599317 1.120715 0.86 -0.41 1.87 -0.41
Cl 3.554958 -0.316711 2.387753 -1.27 0.37 0.38 0.40
C 0.727581 3.823934 -0.710875 -0.50 0.73 -0.07 -0.02
H -0.941069 1.701254 -2.997696 0.85 0.50 0.37 0.06
H 0.904643 1.876219 -2.805760 -1.15 0.20 0.21 0.09
H -0.109695 1.238488 -1.479420 0.01 0.80 -0.75 0.09
H -2.082924 4.066968 -2.777671 0.60 0.56 0.69 0.12
H -2.104657 6.388415 -1.672464 0.92 -0.57 0.47 0.11
H -0.298521 7.062555 0.128437 -0.34 -0.70 -0.73 0.09
H 2.146757 4.276255 1.399424 -0.26 1.08 -0.09 0.09
H 2.771656 5.792423 0.664142 -0.94 0.17 0.70 0.12
H 0.585769 7.264483 2.138273 0.06 -0.89 0.06 0.03
H -0.938007 4.863618 2.566192 1.05 0.29 0.35 0.11
H -0.627536 5.751849 4.085713 0.78 -0.24 -0.95 0.11
H 1.479113 3.908185 4.287043 -0.83 -0.16 -0.31 0.11
H -0.135389 3.756716 5.050613 0.60 0.33 -0.95 0.13
H -0.029534 2.721078 2.189592 0.23 -0.49 0.79 0.10
H -1.003680 2.161818 3.599823 1.01 0.35 -0.43 0.13
H 0.466415 0.519013 4.220857 0.85 0.34 -0.55 0.12
H 1.895007 1.720924 4.139766 -0.75 -0.91 -0.42 0.11
H 1.533251 3.094877 -0.460823 -0.82 0.64 -0.23 0.09
C 1.978833 1.073082 -7.042442 -0.06 0.17 -0.07 0.02
C 0.887604 1.268194 -6.306227 0.05 0.14 -0.07 0.01
C 0.419277 0.248461 -5.344688 0.01 -0.07 -0.10 -0.37
O -0.580375 0.434648 -4.674708 0.01 -0.19 -0.26 0.06
C 1.207502 -0.999431 -5.225841 0.09 -0.05 0.21 0.03
C 2.300505 -1.195650 -5.965133 -0.17 0.09 0.08 0.03
C 2.771030 -0.174769 -6.929981 0.18 -0.22 -0.08 -0.38
O 3.767531 -0.349894 -7.600914 -0.10 0.08 0.06 0.11
H 2.336331 1.809534 -7.750877 0.01 0.00 0.02 0.11
H 0.297920 2.174356 -6.375232 -0.01 -0.01 -0.03 0.11
H 0.847938 -1.739956 -4.506934 0.27 0.77 -0.64 0.07
H 2.890774 -2.101073 -5.894130 0.02 0.02 -0.02 0.12
C -0.212633 -3.391180 1.900187 -0.11 0.10 -0.07 0.01
C -1.294118 -3.264722 2.665407 0.07 0.11 -0.05 0.02
C -1.748723 -4.368217 3.542848 0.00 -0.09 0.03 -0.36
O -2.739229 -4.247231 4.238448 0.08 0.12 -0.14 0.09
C -0.954051 -5.620043 3.539171 0.08 -0.43 -0.26 0.03
C 0.129524 -5.743241 2.770130 -0.13 0.13 0.07 0.03
C 0.583072 -4.640443 1.894249 0.17 -0.21 0.02 -0.39
O 1.571756 -4.752162 1.194657 -0.11 0.07 -0.05 0.09
H 0.132719 -2.596697 1.253782 0.01 -0.06 0.00 0.09
H -1.887174 -2.358180 2.682034 -0.03 -0.02 0.00 0.12
H -1.298825 -6.428608 4.192506 0.15 0.68 -0.63 0.08
H 0.723413 -6.648723 2.751547 0.01 0.01 -0.03 0.12
C 0.557390 6.713483 -4.993183 -0.06 -0.08 -0.15 0.02
C 0.720607 5.950341 -6.073422 -0.13 0.15 0.11 0.03
C 1.845833 4.992480 -6.173137 0.06 -0.13 -0.22 -0.38
O 2.000182 4.295152 -7.154709 -0.07 0.12 0.14 0.10
C 2.780251 4.915024 -5.026324 0.11 0.00 0.20 0.03
C 2.616596 5.677655 -3.947411 0.06 -0.14 -0.07 0.02
C 1.492380 6.635211 -3.846647 -0.05 0.12 0.15 -0.39
O 1.342405 7.329975 -2.860328 0.03 -0.08 -0.05 0.09
H -0.258340 7.419689 -4.902581 0.02 0.01 0.03 0.12
H 0.046531 5.993874 -6.919761 0.04 -0.02 -0.02 0.13
H 3.596167 4.208718 -5.116573 -0.02 -0.01 -0.05 0.13
H 3.290821 5.633737 -3.101202 -0.01 0.03 0.00 0.12
C -1.508801 -4.550077 -4.070447 -0.13 -0.04 -0.08 0.03
C -2.220935 -5.599276 -3.663912 0.02 0.16 -0.14 0.03
C -1.834397 -6.369670 -2.458535 -0.13 -0.22 0.09 -0.38
O -2.480970 -7.326246 -2.088397 0.06 0.12 -0.04 0.12
C -0.626870 -5.926445 -1.723351 0.14 0.12 0.05 0.03
C 0.084322 -4.877224 -2.130902 0.07 -0.03 0.12 0.03
C -0.303333 -4.109054 -3.335011 0.03 0.00 0.03 -0.34
O 0.346617 -3.147933 -3.705741 -0.39 -0.99 0.60 0.07
H -1.775386 -3.975629 -4.948754 0.03 0.02 0.01 0.13
H -3.105969 -5.935820 -4.188973 0.01 -0.03 0.03 0.13
H -0.359113 -6.499952 -0.844750 -0.01 -0.02 -0.01 0.12
H 0.969826 -4.539906 -1.606010 0.00 0.01 0.01 0.12
C -3.248502 -5.792809 6.919426 -0.25 0.09 0.00 0.03
C -3.838607 -5.496124 8.076524 0.08 -0.02 -0.17 0.03
C -3.406809 -6.127292 9.344139 -0.16 0.10 0.23 -0.39
O -3.944841 -5.859075 10.397950 0.09 -0.03 -0.11 0.11
C -2.292150 -7.100569 9.276302 0.16 -0.13 -0.08 0.03
C -1.702550 -7.396889 8.119916 0.08 -0.04 0.13 0.03
C -2.135115 -6.764811 6.853358 0.03 -0.05 0.00 -0.34
O -1.591033 -7.037886 5.797561 -0.27 -0.45 1.01 0.07
H -3.550810 -5.342233 5.983750 0.07 -0.03 0.00 0.10
H -4.653969 -4.786958 8.143819 0.00 -0.02 0.04 0.12
H -1.988700 -7.552307 10.212292 -0.04 0.02 0.01 0.12
H -0.887195 -8.106272 8.051951 -0.01 0.01 -0.04 0.12
```
Forces are in eV/Å.

LUMO energy (eV): -3.41
M (u): 834.34
Total charge: +1
Electronic energy (Ha): -3782.1649
E_HOMO (eV): -11.28
2S+1: 1


Among the records above, which one has the highest M? C42H38ClN4OS2SiTc


What is the electronic energy in the second record? -3782.1649 Ha


Which value of total charge does entry 1 give? +1


Which formula does entry 2 have? C42H38ClO12S2